(1)
Below is an isolated molecule of C5H2N2S2, with properties calculated with ωB97M-V with the def2-TZVPD basis set.

Output
energy above the lowest of the compared OMol25 structures with the same formula, charge and spin	0.0	kJ/mol
frontier orbital gap (spin up / spin down)	6.109 / 6.107	eV
energy	-1097.500010	hartree
total charge	0

```
11
Properties=species:S:1:pos:R:3:forces:R:3:mulliken_charge:R:1
C 0.174758 1.753506 -0.021443 0.50 0.31 -0.06 0.14
C -2.168382 1.209931 0.024930 -0.79 0.10 -0.01 0.02
C -0.545782 -0.584840 0.016069 -1.33 1.77 0.02 0.16
C 0.598368 -1.400171 -0.013201 2.57 -0.82 -0.03 -0.73
C -0.834500 0.769629 0.005497 1.45 -1.94 0.07 0.60
N 1.013761 2.535462 -0.055568 0.20 0.21 0.01 -0.37
N -3.262871 1.554887 0.030755 -0.22 0.08 0.02 -0.39
S 2.304796 -1.676201 -0.031327 -0.92 0.31 0.05 0.11
S 3.869774 -0.524650 0.043809 -1.64 -0.02 -0.04 -0.16
H -1.448824 -1.192194 0.040042 0.08 0.05 -0.01 0.38
H 0.298903 -2.445356 -0.039559 0.10 -0.05 -0.02 0.23
```
Positions in Å, forces in eV/Å.

---

(2)
Below is a structure of composition C4H11N6O4Pt, with properties calculated with ωB97M-V with the def2-TZVPD basis set.

Output
energy above the lowest of the compared OMol25 structures with the same formula, charge and spin	0.0	kJ/mol
frontier orbital gap (spin up / spin down)	7.753 / 7.100	eV
spin multiplicity	3
expectation value of S²	2.008
energy	-907.440924	hartree
total charge	+1

```
26
Properties=species:S:1:pos:R:3:forces:R:3:lowdin_spin:R:1
Pt 0.022166 -0.167257 -0.064399 -0.06 0.03 -0.55 1.40
N -0.759304 -1.426813 1.599941 0.09 0.20 -0.14 0.09
C -1.633603 -2.577303 1.247914 0.13 0.14 0.02 0.01
C -1.000458 -3.465571 0.188253 0.27 0.25 -0.05 0.00
C -1.045906 -2.845042 -1.189403 -0.09 -0.13 0.04 0.01
O -1.544500 -3.403327 -2.127117 0.20 0.46 0.08 0.06
O -0.469620 -1.621890 -1.298806 -0.14 -0.42 -0.45 0.26
H 0.080555 -1.748201 2.067721 -0.02 -0.10 0.20 0.00
H -1.223237 -0.784892 2.230242 -0.06 -0.05 0.19 0.00
H -2.582890 -2.182131 0.891905 -0.04 0.07 0.00 0.00
H -1.835316 -3.164129 2.139401 -0.02 -0.05 0.15 0.00
H -1.522561 -4.413756 0.123184 -0.02 -0.09 0.09 0.00
H 0.050770 -3.659804 0.435412 -0.12 -0.07 0.06 0.00
N 0.662153 0.933918 -2.090736 0.04 0.19 0.03 0.08
N 1.116539 2.222158 -1.811044 -0.02 0.09 0.32 0.01
C 1.138750 2.696703 -0.540244 0.01 -0.26 -0.18 0.01
N 1.589232 3.914650 -0.327253 0.12 0.19 -0.43 0.01
N 0.701127 1.845247 0.395948 -0.41 -0.55 1.02 0.05
N 0.697634 2.222430 1.754022 0.30 0.09 0.61 0.00
O 0.381602 1.350357 2.537882 0.05 0.41 -0.75 0.00
O 1.026243 3.352051 2.083199 -0.23 -0.38 -0.12 0.01
H 1.377595 0.395463 -2.562068 0.09 -0.12 -0.02 0.00
H -0.176950 0.960886 -2.657826 -0.09 -0.03 -0.08 0.00
H 1.428526 2.807583 -2.563903 0.05 0.15 -0.17 0.00
H 1.931899 4.491821 -1.077065 -0.02 -0.06 -0.08 0.00
H 1.589555 4.266848 0.614843 -0.02 0.05 0.23 0.00
```
Positions in Å, forces in eV/Å.